{
  "formula": "C6H12N2",
  "method": "wB97M-V/def2-TZVPD",
  "symbols": ["C", "C", "H", "H", "C", "H", "H", "H", "N", "C", "H", "C", "H", "C", "H", "H", "H", "H", "N", "H"],
  "positions_angstrom": [[-1.35125, 1.26570, 0.68057], [0.74817, 0.10851, 0.14390], [-1.22282, 1.02945, 1.73636], [-0.39308, -0.20331, -2.31537], [-0.70847, 0.19282, -0.20769], [3.01243, -2.12487, 0.62705], [-2.41889, 1.32667, 0.47381], [0.99958, -0.04950, 1.29954], [3.27955, -1.27692, 1.11487], [2.85478, -0.18860, 0.69063], [-0.88140, -1.95094, -0.53028], [-1.32551, -1.18117, 0.09987], [-1.94116, 0.57544, -1.93841], [-0.88144, 0.54009, -1.68799], [-2.39729, -1.15481, -0.09410], [-1.16691, -1.45665, 1.14245], [3.34987, 0.77250, 0.70980], [-0.43110, 1.50640, -1.90893], [1.78934, 0.02467, -0.52162], [-0.91441, 2.24452, 0.48555]],
  "atomic_forces_ev_per_a": [[0.024, -0.121, -0.154], [-0.931, -0.792, 3.923], [0.029, -0.003, 0.059], [0.002, -0.043, -0.054], [0.058, 0.245, -0.430], [-0.796, 0.095, 0.080], [-0.076, -0.005, -0.010], [-1.932, 0.580, -1.484], [0.677, 0.508, 0.360], [-0.067, -0.105, -4.796], [0.017, -0.041, -0.027], [0.134, 0.165, -0.056], [-0.041, 0.018, -0.056], [0.055, -0.077, 0.201], [-0.059, 0.010, 0.017], [-0.019, -0.014, 0.056], [-0.038, 0.232, 1.391], [-0.015, 0.069, -0.035], [2.943, -0.776, 0.999], [0.034, 0.054, 0.016]],
  "nbo_charge": [-0.593, 0.149, 0.212, 0.221, -0.140, 0.366, 0.213, 0.125, -0.632, 0.272, 0.215, -0.591, 0.208, -0.601, 0.214, 0.212, 0.184, 0.216, -0.461, 0.213],
  "de_lowest_kcal_mol": 47.8,
  "smiles": "[H]/N=C\\N=C\\C(C)(C)C",
  "total_energy_ha": -345.2517,
  "homo_energy_ev": -9.3
}

---

{
  "formula": "C6H12N2",
  "method": "wB97M-V/def2-TZVPD",
  "symbols": ["C", "H", "H", "C", "C", "C", "H", "H", "H", "H", "C", "H", "H", "H", "H", "H", "N", "N", "H", "C"],
  "positions_angstrom": [[-2.46018, -0.07325, 0.17860], [-1.66734, -0.00038, -0.56138], [2.72833, 1.73250, -1.44537], [2.18607, -0.98616, 0.27209], [0.50831, -1.67961, -0.94847], [-2.59682, 1.21951, 1.00430], [-3.13354, 1.00569, 1.92647], [-1.58729, 1.57267, 1.24378], [-3.08745, 2.00759, 0.43181], [1.31622, 2.11765, -0.44940], [2.17931, 1.45199, -0.55588], [1.79310, -2.97606, 0.25827], [-3.45067, -0.36563, -0.18402], [-2.14672, -0.87663, 0.85050], [-0.16121, -2.25818, -1.56533], [2.81192, 1.67312, 0.29586], [1.39413, -2.08365, -0.01282], [0.68596, -0.42999, -1.26182], [2.96295, -1.08932, 1.01007], [1.72493, 0.03814, -0.48726]],
  "atomic_forces_ev_per_a": [[-0.255, 0.061, 0.954], [-0.456, 0.085, -0.399], [-0.023, -0.188, -0.354], [-0.011, -0.153, 0.306], [0.109, -0.048, -1.244], [0.673, -0.386, -0.454], [-0.094, 0.277, 0.027], [-0.227, 0.083, 0.203], [-0.107, -0.024, 0.143], [0.077, -0.068, -0.231], [-0.384, 0.355, 0.716], [-1.033, -0.106, -0.362], [0.349, -0.009, -0.473], [0.032, -0.055, 0.021], [-0.064, -0.588, 0.629], [0.268, -0.002, 0.161], [1.177, -0.138, 0.602], [-0.081, 0.699, 0.118], [0.075, 0.233, -0.023], [-0.026, -0.028, -0.338]],
  "nbo_charge": [-0.616, 0.229, 0.222, -0.118, 0.166, -0.602, 0.198, 0.199, 0.200, 0.224, -0.632, 0.420, 0.197, 0.191, 0.207, 0.212, -0.533, -0.464, 0.210, 0.090],
  "de_lowest_kcal_mol": 7.0,
  "smiles": "Cc1c[nH]cn1.CC",
  "total_energy_ha": -345.3168,
  "homo_energy_ev": -8.7
}

---

{
  "formula": "C6H12N2",
  "method": "wB97M-V/def2-TZVPD",
  "symbols": ["H", "H", "N", "H", "C", "H", "H", "H", "H", "H", "C", "N", "C", "H", "H", "C", "H", "H", "C", "C"],
  "positions_angstrom": [[1.77142, 0.67624, 2.10841], [0.29523, -1.40702, -2.42985], [0.61935, 2.40582, 1.84970], [-1.58544, 1.23000, -0.52767], [0.00627, -1.70792, -1.42741], [-0.89128, -2.31954, -1.47813], [-1.33458, -1.56583, 0.91866], [-2.36177, -0.30201, -0.99199], [0.81138, -2.30213, -1.00219], [0.38038, -1.40319, 1.28664], [1.47355, 1.14559, 0.00644], [0.90254, 0.38463, -0.80431], [-0.48733, -0.88338, 0.88250], [2.29583, 1.73724, -0.39810], [0.57405, 2.53326, 2.85946], [-0.24015, -0.46336, -0.57006], [-0.71080, -0.02520, 1.50597], [-1.31693, 0.55771, -2.14518], [1.25934, 1.40286, 1.45360], [-1.46109, 0.30624, -1.09649]],
  "atomic_forces_ev_per_a": [[-0.150, 0.226, 0.089], [-0.009, 0.010, -0.113], [-0.400, 0.695, -0.128], [-0.049, -0.023, -0.036], [-0.164, 0.110, 0.124], [-0.091, -0.119, 0.005], [-0.058, -0.047, 0.036], [0.032, 0.018, -0.024], [0.109, -0.095, 0.022], [0.084, -0.039, 0.063], [0.233, 0.352, -0.076], [0.206, 0.117, -0.661], [0.092, 0.030, -0.229], [0.141, 0.081, -0.027], [0.204, -0.318, -0.036], [-0.438, -0.340, 0.172], [-0.129, 0.045, 0.139], [-0.030, 0.038, -0.059], [0.249, -0.695, 0.620], [0.167, -0.046, 0.117]],
  "nbo_charge": [0.161, 0.222, -0.599, 0.216, -0.596, 0.202, 0.219, 0.207, 0.206, 0.206, 0.070, -0.381, -0.636, 0.182, 0.344, 0.075, 0.216, 0.219, 0.067, -0.600],
  "de_lowest_kcal_mol": 28.7,
  "smiles": "[H]/N=C/C=N\\C(C)(C)C",
  "total_energy_ha": -345.2821,
  "homo_energy_ev": -9.1
}

---

{
  "formula": "C6H12N2",
  "method": "wB97M-V/def2-TZVPD",
  "symbols": ["N", "C", "H", "C", "N", "H", "H", "H", "H", "C", "H", "C", "H", "H", "C", "H", "C", "H", "H", "H"],
  "positions_angstrom": [[-1.61088, 0.24026, -0.43361], [0.62671, 0.44801, 2.48544], [0.05528, 0.05222, 3.36099], [-1.67589, -1.07284, -0.29902], [-0.62391, -1.66905, -1.00506], [1.34284, 1.27767, 2.58900], [-2.14202, -1.82120, 0.40492], [-1.31853, 2.50791, -2.49456], [2.14456, -0.87033, 2.62066], [-0.04229, -0.68761, -1.77487], [0.66970, -0.80969, -2.46925], [-0.54730, 1.86551, -2.26398], [-0.23707, 0.94317, 1.99633], [1.76174, -0.36579, 0.80791], [1.41937, -0.67753, 1.79708], [0.73873, -1.45071, 1.70193], [-0.77706, 0.48829, -1.54322], [0.00922, 1.79068, -3.20545], [0.27691, 2.31365, -1.63543], [-0.07010, -2.50260, -0.63979]],
  "atomic_forces_ev_per_a": [[-1.935, -0.367, -1.785], [-1.155, 0.949, -0.360], [1.353, 0.507, 0.085], [2.839, -0.871, 0.963], [0.746, -0.958, 0.313], [-0.434, -0.192, 1.093], [0.000, 1.846, -0.470], [-2.049, 1.152, 0.329], [0.189, -0.488, -1.421], [-3.746, 2.246, 2.077], [2.486, -0.856, -2.198], [3.709, -2.299, 1.873], [0.584, -0.623, -0.826], [0.531, -0.168, 0.366], [-0.142, 2.119, 1.409], [-0.933, -2.096, -0.357], [1.011, -0.903, 0.251], [-0.263, -0.855, -0.029], [-1.275, 0.387, -0.361], [-1.515, 1.468, -0.954]],
  "nbo_charge": [-0.461, -0.621, 0.204, 0.164, -0.551, 0.201, 0.201, 0.226, 0.211, -0.118, 0.203, -0.639, 0.218, 0.210, -0.614, 0.189, 0.114, 0.218, 0.223, 0.422],
  "de_lowest_kcal_mol": 44.4,
  "smiles": "Cc1c[nH]cn1.CC",
  "total_energy_ha": -345.2570,
  "homo_energy_ev": -8.5
}

---

{
  "formula": "C6H12N2",
  "method": "wB97M-V/def2-TZVPD",
  "symbols": ["H", "H", "H", "H", "H", "N", "C", "C", "C", "H", "C", "C", "N", "H", "H", "C", "H", "H", "H", "H"],
  "positions_angstrom": [[-2.20192, 1.06074, 1.69155], [-1.78431, 1.67198, -2.20479], [-1.43567, -0.51653, -0.94599], [3.11770, -1.00124, 0.10234], [2.27073, -0.70375, 1.50936], [1.02561, -0.27095, -1.23152], [-1.13319, 0.64012, 1.20087], [-1.88722, 1.69576, -1.13717], [-1.11062, 0.47424, -0.43495], [0.72189, -3.18496, 0.70979], [0.30504, 0.69996, -1.09881], [1.21652, -2.14865, 0.25496], [0.52236, -1.44275, -0.57900], [-2.99004, 1.82067, -1.06345], [-1.05630, -0.44323, 1.70315], [2.53319, -1.60605, 0.70839], [2.91502, -2.46925, 1.45800], [-0.29938, 1.33620, 1.53530], [0.84299, 1.70522, -1.50026], [-1.57242, 2.68248, -0.67777]],
  "atomic_forces_ev_per_a": [[2.824, -0.918, -1.824], [0.753, 0.159, -0.567], [0.303, 1.611, 1.692], [1.428, -0.017, -1.838], [0.243, -2.235, -1.505], [3.555, -4.821, 1.190], [-1.753, -1.444, 0.483], [-0.911, 0.586, 1.769], [-0.799, 2.811, -1.096], [1.384, 3.000, -1.338], [-1.765, 3.606, 1.072], [-1.226, 1.080, -1.346], [-0.294, -1.808, -0.452], [0.377, -0.959, 0.615], [0.277, 2.491, -1.085], [-1.824, -1.282, 6.694], [0.345, 2.275, -2.090], [-1.045, -1.033, -0.372], [-2.138, -2.060, 0.805], [0.269, -1.042, -0.807]],
  "nbo_charge": [0.220, 0.210, 0.265, 0.255, 0.225, -0.298, -0.633, -0.629, -0.298, 0.210, 0.103, 0.099, -0.321, 0.212, 0.227, -0.705, 0.226, 0.218, 0.210, 0.202],
  "de_lowest_kcal_mol": 112.4,
  "smiles": "C/C=N\\N=C/C(C)C",
  "total_energy_ha": -345.1487,
  "homo_energy_ev": -8.7
}

---

{
  "formula": "C6H12N2",
  "method": "wB97M-V/def2-TZVPD",
  "symbols": ["C", "N", "H", "H", "H", "N", "C", "H", "C", "H", "H", "H", "H", "C", "H", "H", "C", "H", "H", "C"],
  "positions_angstrom": [[-0.12256, -2.11407, 0.26326], [0.28690, 0.39549, 0.17991], [0.56962, -0.31053, -3.16150], [2.28126, -0.89725, -3.49847], [-1.55867, 2.27793, 1.16960], [-0.16973, 1.29893, -0.73887], [1.50062, -0.71044, -2.76272], [-0.67883, 0.90614, -1.52614], [-1.00216, 0.28126, 1.71213], [-0.43840, -0.29137, 2.44120], [0.57062, 1.92767, -1.01862], [-0.77067, -2.34062, 1.09541], [0.34830, -2.93394, -0.25656], [1.65833, -0.90145, -1.46652], [-1.93098, 1.85462, 2.84301], [-1.92032, -0.22369, 1.41146], [-1.19460, 1.72981, 2.04051], [-0.25944, 2.18810, 2.36139], [2.60158, -1.25394, -1.05327], [0.22915, -0.88265, -0.03522]],
  "atomic_forces_ev_per_a": [[-0.200, 0.102, 0.800], [-3.616, 1.352, 5.231], [0.009, -0.283, -0.079], [0.080, 0.155, 0.176], [0.012, -0.063, -0.013], [-0.325, 0.236, -0.309], [-0.340, 0.349, -0.033], [0.253, -0.051, 0.153], [1.500, 1.424, -1.389], [0.125, 0.023, -0.131], [-0.026, -0.173, -0.033], [-0.245, -0.046, 0.043], [-0.052, 0.055, -0.031], [-1.910, -1.102, 1.795], [0.034, -0.008, -0.044], [0.281, -0.053, -0.416], [-0.092, -0.048, 0.184], [-0.011, -0.021, 0.022], [-0.104, 0.004, 0.054], [4.626, -1.850, -5.979]],
  "nbo_charge": [-0.544, -0.276, 0.177, 0.197, 0.228, -0.641, -0.472, 0.355, -0.232, 0.195, 0.376, 0.208, 0.236, -0.230, 0.216, 0.188, -0.657, 0.215, 0.179, 0.280],
  "de_lowest_kcal_mol": 152.6,
  "total_energy_ha": -345.0847,
  "homo_energy_ev": -7.7
}

---

Repeat the fourth record exactly.
{
  "formula": "C6H12N2",
  "method": "wB97M-V/def2-TZVPD",
  "symbols": ["N", "C", "H", "C", "N", "H", "H", "H", "H", "C", "H", "C", "H", "H", "C", "H", "C", "H", "H", "H"],
  "positions_angstrom": [[-1.61088, 0.24026, -0.43361], [0.62671, 0.44801, 2.48544], [0.05528, 0.05222, 3.36099], [-1.67589, -1.07284, -0.29902], [-0.62391, -1.66905, -1.00506], [1.34284, 1.27767, 2.58900], [-2.14202, -1.82120, 0.40492], [-1.31853, 2.50791, -2.49456], [2.14456, -0.87033, 2.62066], [-0.04229, -0.68761, -1.77487], [0.66970, -0.80969, -2.46925], [-0.54730, 1.86551, -2.26398], [-0.23707, 0.94317, 1.99633], [1.76174, -0.36579, 0.80791], [1.41937, -0.67753, 1.79708], [0.73873, -1.45071, 1.70193], [-0.77706, 0.48829, -1.54322], [0.00922, 1.79068, -3.20545], [0.27691, 2.31365, -1.63543], [-0.07010, -2.50260, -0.63979]],
  "atomic_forces_ev_per_a": [[-1.935, -0.367, -1.785], [-1.155, 0.949, -0.360], [1.353, 0.507, 0.085], [2.839, -0.871, 0.963], [0.746, -0.958, 0.313], [-0.434, -0.192, 1.093], [0.000, 1.846, -0.470], [-2.049, 1.152, 0.329], [0.189, -0.488, -1.421], [-3.746, 2.246, 2.077], [2.486, -0.856, -2.198], [3.709, -2.299, 1.873], [0.584, -0.623, -0.826], [0.531, -0.168, 0.366], [-0.142, 2.119, 1.409], [-0.933, -2.096, -0.357], [1.011, -0.903, 0.251], [-0.263, -0.855, -0.029], [-1.275, 0.387, -0.361], [-1.515, 1.468, -0.954]],
  "nbo_charge": [-0.461, -0.621, 0.204, 0.164, -0.551, 0.201, 0.201, 0.226, 0.211, -0.118, 0.203, -0.639, 0.218, 0.210, -0.614, 0.189, 0.114, 0.218, 0.223, 0.422],
  "de_lowest_kcal_mol": 44.4,
  "smiles": "Cc1c[nH]cn1.CC",
  "total_energy_ha": -345.2570,
  "homo_energy_ev": -8.5
}